No. 1
C40H57InN6O4SSb2Si as an isolated structure in a non-equilibrium geometry. Source: OMol25; level of theory: ωB97M-V with the def2-TZVPD basis set.

The value obtained for the lowest unoccupied orbital energy is -0.001 Ha. The calculation puts the frontier orbital gap at 8.044 eV. The value obtained for the electronic energy is -3546.29221 a.u. As for the energy above the lowest of the compared OMol25 structures with the same formula, charge and spin: 0.0 kcal/mol. As for the max |F|: 3.84 eV Å⁻¹. The HOMO energy comes out at -0.2963 Eh.

Structure (XYZ):
```
112
C40H57InN6O4SSb2Si, DFT ωB97M-V with the def2-TZVPD basis set
In 11.86670 14.31214 11.37269
C 7.93873 13.65253 15.60445
Sb 7.70066 14.41387 13.64061
C 6.06343 13.06305 13.16742
C 6.55895 16.26228 14.00042
C 6.81206 16.92769 15.31144
C 6.26114 16.33491 16.47347
C 6.61360 16.79242 17.75657
C 7.39083 17.93532 17.88417
C 7.92082 18.52275 16.74139
C 7.59727 18.08691 15.44629
C 8.18473 18.89392 14.31555
Sb 9.90742 18.02852 13.30953
C 11.28681 19.32250 14.16130
C 9.70281 19.36387 11.58280
H 6.98757 13.55107 16.13912
H 8.63593 14.32330 16.12812
H 8.40850 12.69682 15.43215
H 5.11879 13.41181 13.63357
H 6.27806 12.01588 13.44784
H 5.83837 12.98350 12.13370
H 5.49468 16.11379 13.86638
H 6.79656 17.02289 13.19877
H 5.59419 15.49016 16.36283
H 6.12204 16.32989 18.60593
H 7.57310 18.44554 18.82464
H 8.55103 19.40652 16.83928
H 8.48089 19.88373 14.70278
H 7.40595 19.05612 13.52812
H 11.03281 20.34444 14.07170
H 12.20002 19.16859 13.64891
H 11.46264 19.02307 15.20645
H 9.27350 20.30982 11.92920
H 8.96708 18.97949 10.82950
H 10.62755 19.52377 11.05335
C 13.45714 12.42643 8.38823
C 13.93322 13.75330 8.81588
N 13.50446 14.50916 9.80424
C 14.14690 15.70641 9.71648
C 15.10810 15.58826 8.74093
N 14.92839 14.37732 8.19365
C 16.08090 16.54422 8.15645
O 16.15804 17.68554 8.72985
O 16.71301 16.21237 7.17042
C 13.78987 16.84416 10.62597
O 14.40086 17.92718 10.45979
O 12.84559 16.62796 11.41261
H 12.39644 12.46633 8.15073
H 13.53998 11.70142 9.21100
H 13.98873 12.08945 7.50157
H 15.45341 14.01616 7.42739
H 15.43595 17.79831 9.44724
C 11.44325 8.29185 12.50192
Si 11.37624 8.67345 10.66138
C 13.04232 8.59967 9.72292
C 10.39579 7.30462 9.78278
C 10.52613 10.28958 10.23483
C 9.34282 10.32074 9.55893
C 8.68734 11.57508 9.33698
C 9.31324 12.68782 9.77476
N 10.40317 12.69465 10.51903
C 11.07083 11.54125 10.73232
S 12.53295 11.68290 11.60540
H 12.13070 7.48864 12.73225
H 10.41439 8.01558 12.85453
H 11.71014 9.18251 13.10298
H 13.58724 7.65194 9.90404
H 13.79311 9.37867 9.94145
H 12.97254 8.61882 8.59114
H 10.93597 6.33379 9.83356
H 10.36364 7.44779 8.72041
H 9.41835 7.09794 10.17224
H 8.95455 9.33231 9.22966
H 7.76540 11.68107 8.79111
H 8.84260 13.63865 9.60464
C 8.16469 18.81171 8.15654
C 8.61392 17.46342 7.58594
N 9.80881 16.88207 8.20431
C 11.11472 17.15795 7.50448
C 11.94989 18.17026 8.23971
C 9.73759 16.13976 9.35551
C 8.38879 16.12765 10.06871
N 10.80581 15.58714 9.79569
H 7.47959 19.28259 7.48812
H 9.07419 19.43908 8.23797
H 7.70529 18.68759 9.11575
H 8.85675 17.59367 6.52535
H 7.81099 16.71428 7.64670
H 10.88247 17.48678 6.51556
H 11.64858 16.24304 7.32695
H 11.59568 19.18289 8.06979
H 12.95056 18.21475 7.86887
H 11.94714 18.00037 9.30309
H 7.58674 15.81035 9.36587
H 8.25472 17.18078 10.38091
H 8.49030 15.48068 10.97310
H 11.57633 15.67894 9.24199
C 12.23625 14.48794 13.54702
C 13.67488 14.16310 13.81623
C 14.65856 15.08547 13.47292
C 16.00619 14.80539 13.46535
C 16.40895 13.57722 13.92963
C 15.46488 12.60060 14.34340
C 14.10864 12.92813 14.32764
C 17.79517 13.26800 14.03605
N 18.90480 13.00963 13.98779
H 11.97694 15.52106 13.78952
H 11.66180 13.71237 14.07886
H 14.31964 16.06215 13.09582
H 16.70931 15.53048 13.14344
H 15.81344 11.61367 14.63047
H 13.46878 12.13350 14.64015
```



No. 2
C40H59BFN6S3Ta as an isolated structure. Source: OMol25; level of theory: ωB97M-V with the def2-TZVPD basis set.

The value obtained for the lowest unoccupied orbital energy is -0.238 Ha. The calculation puts the frontier orbital gap at 6.320 eV. The value obtained for the electronic energy is -3264.07372 a.u. As for the energy above the lowest of the compared OMol25 structures with the same formula, charge and spin: 32.7 kcal/mol. As for the max |F|: 0.84 eV Å⁻¹. Its total charge is +2. The HOMO energy comes out at -0.4701 Eh.

Structure (XYZ):
```
111
C40H59BFN6S3Ta, DFT ωB97M-V with the def2-TZVPD basis set
Ta -0.28007 0.06523 0.01384
C -2.94988 4.09936 2.20711
C -1.77995 4.74129 2.94642
C -1.49228 4.04407 4.27604
C -2.10482 6.20426 3.21855
N -0.55425 4.65476 2.06988
C 0.12797 5.75766 1.58048
C 1.12468 5.30690 0.79688
N 1.07533 3.92867 0.81381
B 1.87722 2.93137 -0.01308
N 3.23124 2.62131 0.58029
C 4.20314 3.48289 1.06071
C 5.19466 2.73111 1.56364
N 4.83499 1.39581 1.41405
C 3.62371 1.35865 0.80789
S 2.72566 -0.03685 0.33887
C 5.74692 0.24620 1.75816
C 6.24015 -0.36662 0.44995
C 6.93142 0.77067 2.56217
C 5.00969 -0.78344 2.61268
N 1.92108 3.33386 -1.48135
C 2.93472 3.88066 -2.23783
C 2.55607 3.81381 -3.52844
N 1.31154 3.20608 -3.57331
C 0.94860 2.91977 -2.30156
S -0.54709 2.21745 -1.74516
C 0.54589 2.93318 -4.84315
C -0.75348 3.73487 -4.81778
C 1.38510 3.36592 -6.03846
C 0.26829 1.43275 -4.95022
C 0.05399 3.55049 1.58171
S -0.33322 1.89784 1.95330
H -3.84430 4.17044 2.82694
H -2.76475 3.05015 1.99230
H -3.14204 4.61849 1.26624
H -2.36508 4.13255 4.92252
H -0.64563 4.51786 4.77557
H -1.26959 2.98834 4.14137
H -2.99567 6.23970 3.84303
H -2.32438 6.75170 2.30085
H -1.30251 6.70636 3.76116
H -0.14260 6.76616 1.82769
H 1.85075 5.85172 0.21814
H 1.26807 1.91467 0.00488
H 4.09763 4.55354 1.02389
H 6.11639 3.03766 2.01895
H 6.81892 0.36183 -0.12009
H 5.40547 -0.70764 -0.16294
H 6.88113 -1.22223 0.66470
H 7.55960 1.44716 1.98182
H 7.54838 -0.07926 2.84747
H 6.60869 1.26825 3.47837
H 4.24635 -1.30437 2.04463
H 4.54845 -0.30712 3.48055
H 5.73304 -1.51644 2.96988
H 3.84222 4.26398 -1.80478
H 3.07380 4.14918 -4.40633
H -0.54602 4.80605 -4.82131
H -1.35283 3.49680 -3.94085
H -1.33926 3.49609 -5.70561
H 1.61082 4.43275 -6.01741
H 0.80830 3.17424 -6.94108
H 2.31417 2.79783 -6.11052
H -0.54004 1.13295 -4.28849
H 1.16236 0.85422 -4.71090
H -0.02475 1.19826 -5.97330
C 2.51145 -3.09967 0.74190
C 1.04740 -2.75932 0.85418
C 0.18798 -3.20972 -0.16320
C 0.78487 -3.95762 -1.32429
C -1.19673 -2.99790 -0.07191
C -2.14511 -3.53899 -1.11065
C -1.73696 -2.33174 1.04555
C -3.23467 -2.25515 1.14613
C -0.88479 -1.87828 2.08148
C -1.43442 -1.34770 3.38795
C 0.52016 -2.07177 1.96974
C 1.42333 -1.60677 3.08429
H 3.01152 -2.45121 0.02459
H 2.63373 -4.12789 0.40318
H 3.03389 -2.99992 1.68661
H 1.75350 -3.54831 -1.60290
H 0.15006 -3.94068 -2.20487
H 0.93425 -5.00685 -1.05324
H -2.53126 -2.73759 -1.74864
H -2.99876 -4.01597 -0.63244
H -1.68134 -4.28542 -1.74475
H -3.62492 -3.23639 1.43383
H -3.67918 -1.99534 0.18688
H -3.58460 -1.54031 1.87510
H -1.02605 -0.36822 3.64142
H -1.16821 -2.03584 4.19195
H -2.51553 -1.27537 3.38611
H 1.92803 -0.68118 2.80266
H 2.19386 -2.34414 3.29774
H 0.88054 -1.43568 4.00713
C 0.19119 -0.71645 -1.94846
H 1.23905 -0.49249 -2.16860
H -0.43077 -0.26406 -2.71615
H 0.04894 -1.79196 -1.97793
F -6.38679 1.17096 -0.39929
C -5.08497 0.92235 -0.30073
C -4.36382 0.66436 -1.45095
C -3.00820 0.40608 -1.33654
C -2.37031 0.40245 -0.07980
C -3.14831 0.67653 1.06147
C -4.49966 0.93561 0.95642
H -4.86232 0.67750 -2.41106
H -2.44221 0.22173 -2.24044
H -2.69301 0.69328 2.04185
H -5.10967 1.14415 1.82613
```



No. 3
C40H60GeIrNO4PSSb as an isolated structure. Source: OMol25; level of theory: ωB97M-V with the def2-TZVPD basis set.

The value obtained for the lowest unoccupied orbital energy is 0.003 Ha. The calculation puts the frontier orbital gap at 7.280 eV. The value obtained for the electronic energy is -5076.86572 a.u. As for the max |F|: 0.79 eV Å⁻¹. The HOMO energy comes out at -0.2644 Eh.

Structure (XYZ):
```
110
C40H60GeIrNO4PSSb, DFT ωB97M-V with the def2-TZVPD basis set
Ir -0.87913 -0.24343 0.39916
O -3.75104 1.55489 2.62840
S -2.80228 1.51219 1.55820
O -2.97861 0.33334 0.63403
O -1.37313 1.58235 1.93653
C -3.10555 2.90489 0.51102
C -4.10965 3.79464 0.85713
C -4.36612 4.88342 0.03805
C -3.61411 5.07185 -1.11288
C -2.61008 4.17529 -1.44572
C -2.34091 3.07138 -0.64284
P -0.97103 1.91302 -1.10939
C -1.49317 1.46396 -2.80376
C -0.56312 1.00932 -3.73580
C -0.96771 0.51272 -4.96406
C -2.31885 0.43570 -5.27084
C -3.25684 0.86424 -4.34341
C -2.84866 1.37798 -3.12040
C 0.28360 3.24111 -1.33982
C 0.69734 3.90848 -0.18444
C 1.57081 4.98021 -0.26068
C 2.03533 5.41640 -1.49536
C 1.59887 4.78651 -2.64966
C 0.72703 3.70758 -2.57324
H -4.67465 3.61676 1.76151
H -5.14917 5.58312 0.29874
H -3.80522 5.92280 -1.75402
H -2.02725 4.33808 -2.34429
H 0.49138 1.02891 -3.49204
H -0.22763 0.16928 -5.67625
H -2.63839 0.03407 -6.22381
H -4.31351 0.79574 -4.56763
H -3.59438 1.68975 -2.40127
H 0.29792 3.61469 0.78158
H 1.87911 5.48333 0.64679
H 2.72116 6.25155 -1.55608
H 1.93522 5.13282 -3.61894
H 0.38442 3.24530 -3.48957
C 3.15446 0.99198 0.83382
C 1.68300 0.81615 1.18416
C 1.54271 0.72916 2.70875
O 1.16257 -0.30846 0.52689
H 3.57116 1.83077 1.39688
H 3.33270 1.17955 -0.22559
H 3.71524 0.09199 1.11042
H 1.14484 1.70786 0.85139
H 2.25922 0.01094 3.12239
H 0.53417 0.43265 2.99465
H 1.74582 1.69954 3.16834
C 1.59082 -3.11399 -0.18498
N 1.96421 -3.39842 1.22838
C 1.92252 -4.85548 1.49650
C 1.15193 -2.57142 2.23351
C -0.32666 -2.80316 2.17096
C -0.80470 -3.87326 2.94264
C -2.14457 -4.18846 3.01162
C -3.03104 -3.39392 2.29764
C -2.57046 -2.31430 1.56663
C -1.20977 -1.94312 1.47447
H 2.21878 -3.72273 -0.83426
H 1.71098 -2.04662 -0.36517
H 0.54670 -3.38091 -0.29818
H 2.92620 -3.08544 1.35365
H 0.89433 -5.19053 1.38919
H 2.27332 -5.04640 2.50839
H 2.55785 -5.36328 0.77422
H 1.38446 -1.54486 1.97448
H 1.55871 -2.84674 3.20873
H -0.09493 -4.45407 3.52495
H -2.49048 -5.01536 3.61805
H -4.09369 -3.60556 2.32363
H -3.30494 -1.70370 1.06441
C -3.74731 -3.09658 -1.67848
Ge -1.78455 -3.14727 -1.72082
C -1.26097 -4.80904 -0.79346
C -1.24751 -3.41686 -3.59644
C -1.08534 -1.35007 -1.32273
H -4.16025 -3.92439 -2.25843
H -4.11222 -2.16113 -2.10665
H -4.11994 -3.17326 -0.65755
H -1.97773 -5.57291 -1.10252
H -1.31396 -4.71123 0.29076
H -0.26726 -5.16167 -1.08012
H -1.70371 -4.31454 -4.01726
H -0.16165 -3.51221 -3.67820
H -1.55336 -2.55722 -4.19567
H -1.85836 -0.79936 -1.87176
H -0.17084 -1.24803 -1.92414
C 4.91547 -2.22944 -1.54634
C 4.94120 -0.85721 -2.21451
Sb 2.95457 -0.21875 -2.78282
C 3.53139 1.73006 -3.53168
C 4.98641 1.92022 -3.94453
C 2.90383 -1.30425 -4.66047
C 3.92470 -0.94545 -5.73245
H 5.91812 -2.58015 -1.29162
H 4.46058 -2.98445 -2.19329
H 4.33195 -2.19178 -0.62190
H 5.58360 -0.85949 -3.09620
H 5.33691 -0.10775 -1.52654
H 3.26636 2.43052 -2.73748
H 2.85628 1.95257 -4.36345
H 5.66212 1.76521 -3.10264
H 5.15529 2.93543 -4.31263
H 5.28390 1.23018 -4.73455
H 1.88542 -1.18833 -5.04192
H 2.99285 -2.35676 -4.37456
H 3.77514 0.07278 -6.09645
H 3.85073 -1.61510 -6.59270
H 4.94744 -1.01311 -5.35686
```



No. 4
A 8-piece molecular cluster, C40H60N4O16 overall in a non-equilibrium geometry. Source: OMol25; level of theory: ωB97M-V with the def2-TZVPD basis set.

Its spin multiplicity is 2. The value obtained for the lowest unoccupied orbital energy (alpha / beta) is 0.013 / 0.013 Ha. The calculation puts the frontier orbital gap (alpha / beta) at 1.696 / 5.283 eV. The value obtained for the electronic energy is -2982.39991 a.u. As for the energy above the lowest of the compared OMol25 structures with the same formula, charge and spin: 0.0 kcal/mol. As for the expectation value of S²: 0.768. As for the max |F|: 4.23 eV Å⁻¹. Its total charge is -1. The HOMO energy (alpha / beta) comes out at -0.0490 / -0.1808 Eh.

Structure (XYZ):
```
120
C40H60N4O16, DFT ωB97M-V with the def2-TZVPD basis set
C -0.81095 3.14264 0.80712
C -0.81404 3.48031 -0.51149
C -0.64318 4.86528 -0.84763
C -0.42238 5.86194 0.12071
C -0.57219 5.43726 1.48066
C -0.78168 4.09716 1.79269
N -0.18011 7.27706 -0.22979
O -0.29608 7.61884 -1.42012
O 0.13351 8.02186 0.70275
H -0.87698 2.09017 1.04021
H -0.98358 2.73978 -1.27912
H -0.78469 5.15753 -1.87766
H -0.60843 6.18847 2.25576
H -1.11406 3.77933 2.76988
C -3.25261 4.39821 -6.81915
C -3.57829 3.20562 -7.44576
C -2.72960 2.11072 -7.38448
C -1.51221 2.22982 -6.68224
C -1.21489 3.44994 -6.00445
C -2.08733 4.54625 -6.04649
N -0.62256 1.07076 -6.47870
O -1.12261 -0.01522 -6.76583
O 0.51132 1.27887 -6.08967
H -3.92826 5.23940 -6.86710
H -4.48826 3.07939 -8.01358
H -2.97068 1.17072 -7.85848
H -0.41985 3.54664 -5.27991
H -1.86065 5.52367 -5.64689
C -5.43322 -4.07000 4.92197
C -4.28159 -4.02116 4.12054
C -3.94778 -2.78794 3.55924
C -4.57376 -1.63318 4.00448
C -5.66079 -1.68567 4.89063
C -6.14343 -2.90753 5.28555
N -4.17265 -0.29308 3.47753
O -4.61223 0.71332 4.03098
O -3.49711 -0.31085 2.47261
H -5.87380 -4.98887 5.27969
H -3.71240 -4.89213 3.83099
H -3.15796 -2.76484 2.82301
H -6.17928 -0.78197 5.17507
H -7.10622 -3.02398 5.76081
C 4.52582 -1.91459 2.24195
C 3.46038 -1.67780 3.09857
C 2.94238 -2.72661 3.86860
C 3.40401 -4.07772 3.66740
C 4.44436 -4.27603 2.73664
C 5.03511 -3.17941 2.02392
N 2.77636 -5.21570 4.37373
O 2.02794 -5.04028 5.31134
O 3.14142 -6.38180 4.12624
H 4.85827 -1.11239 1.59980
H 3.07759 -0.68060 3.25809
H 2.10274 -2.57015 4.52960
H 4.75168 -5.30873 2.66265
H 5.87826 -3.31286 1.36234
C 1.02221 1.04417 -2.69849
O 0.35406 0.49108 -1.59477
C 1.10709 -0.35609 -0.82730
C 0.39176 -0.92660 0.42851
O 0.37221 0.06169 1.52153
C -0.23095 -0.51832 2.71753
H 1.24290 0.23082 -3.38976
H 1.88004 1.64310 -2.39270
H 0.33756 1.58604 -3.35098
H 1.97203 0.19919 -0.46448
H 1.37192 -1.29542 -1.31270
H 0.89248 -1.83942 0.75124
H -0.63008 -1.23343 0.20537
H -0.61283 0.28154 3.35195
H 0.57677 -1.08873 3.17614
H -1.01482 -1.23042 2.45955
C 4.38819 2.06663 0.46433
O 4.28552 1.84596 1.87332
C 3.06593 2.17393 2.31534
C 3.01441 2.44391 3.88466
O 3.35363 3.74313 4.23125
C 4.72246 4.02185 4.17276
H 4.77877 3.04085 0.17032
H 3.52854 1.85037 -0.16997
H 5.15324 1.39743 0.07067
H 2.41465 1.36715 1.97913
H 2.63641 3.03184 1.79804
H 3.63393 1.81572 4.52473
H 2.00440 2.13205 4.15059
H 4.90387 5.09033 4.28917
H 5.16907 3.61334 3.26626
H 5.17333 3.41920 4.96119
C -4.57890 2.93618 -1.59271
O -4.78125 2.29564 -2.78579
C -3.55082 2.05097 -3.48960
C -2.79106 0.89807 -2.97197
O -3.66986 -0.27192 -2.89566
C -2.96779 -1.41764 -2.33737
H -5.53441 3.02324 -1.07548
H -4.24214 3.91428 -1.93622
H -3.85785 2.57712 -0.85836
H -2.85836 2.89275 -3.49107
H -3.83784 1.93616 -4.53484
H -2.42484 1.03618 -1.95466
H -1.91302 0.72102 -3.59309
H -2.13514 -1.75186 -2.95631
H -3.55876 -2.32210 -2.48160
H -2.72814 -1.40815 -1.27408
C 0.30657 -4.26912 -2.44198
O 1.22453 -4.16441 -1.32782
C 1.85104 -5.35850 -0.95372
C 2.83268 -5.18615 0.24564
O 3.48895 -6.47452 0.49008
C 4.42947 -6.79188 -0.52990
H -0.30239 -3.36983 -2.53433
H -0.18178 -5.23631 -2.56097
H 0.96975 -4.10761 -3.29181
H 2.42970 -5.81691 -1.75566
H 1.20264 -6.09906 -0.48549
H 2.19242 -4.86190 1.06603
H 3.60467 -4.45536 0.00466
H 4.62254 -5.98430 -1.23605
H 4.18014 -7.71090 -1.06032
H 5.27802 -6.99560 0.12322
```